Molecular formula: C5H12N
Method: DFT, ωB97M-V/def2-TZVPD

```
18
Properties=species:S:1:pos:R:3:forces:R:3
C -0.695052 0.315893 2.851408 -0.57 -0.09 0.34
C -0.375600 -0.282099 1.522741 -0.09 0.55 0.03
C 0.657407 0.105838 0.778488 -0.39 -0.49 -0.31
C 1.016236 -0.576137 -0.536025 0.51 0.72 0.26
C -0.099427 -0.624719 -1.552114 0.18 0.28 -0.50
N -0.094362 0.644844 -2.429395 -1.16 0.00 0.24
H -0.387571 -0.365986 3.649379 0.40 0.21 -0.01
H -1.767312 0.416188 3.057228 0.06 0.05 -0.47
H -0.254093 1.305456 2.950450 0.22 -0.13 0.26
H -1.064036 -1.048041 1.175131 0.21 -0.24 -0.04
H 1.303938 0.912382 1.110130 0.01 -0.13 0.09
H 1.862655 -0.029870 -0.956648 0.10 -0.01 -0.25
H 1.430406 -1.565654 -0.392298 -0.18 -0.38 0.19
H -1.065806 -0.619948 -1.088140 -0.43 -0.20 0.27
H -0.038034 -1.450528 -2.247035 0.11 -0.20 -0.05
H 0.592357 1.320485 -2.100157 0.24 0.00 -0.24
H -1.010511 1.101469 -2.368986 0.17 0.07 0.20
H -0.011196 0.440425 -3.424157 0.61 -0.01 0.01
```
Positions in Å, forces in eV/Å.

**Net charge**: +1
**E_HOMO**: -13.08 eV
**LUMO**: -3.732 eV
**Energy relative to the best compared isomer or geometry (same formula, charge and spin)**: 1.2066 eV
**HOMO-LUMO gap**: 9.35 eV

Results of the Mulliken charge analysis, in e, for atoms 1 through 2: number 1, C, carries -1.2264; number 2, C, carries 0.0123